Density functional theory data (the ωB97M-V functional and the def2-TZVPD basis) for a cluster of 10 separate species, C60H142N10O10 in total in a non-equilibrium geometry.

The geometry in XYZ format:
```
222
Properties=species:S:1:pos:R:3:forces:R:3
C 7.036610 1.454995 -2.455641 0.154 -0.225 0.558
C 5.549027 1.422925 -2.489661 -0.291 -0.047 -1.135
C 4.837376 0.328529 -1.642788 0.442 0.959 -0.993
O 5.198029 -0.958738 -2.105290 -0.446 -0.107 -0.205
C 4.460692 -1.297363 -3.279377 0.972 -0.198 0.132
N 4.971908 2.735418 -2.345635 -0.833 0.668 2.138
H 7.298475 2.245970 -3.158631 0.637 -0.358 -0.171
H 7.372719 0.448830 -2.706804 0.494 0.251 -0.343
H 7.452793 1.720771 -1.482743 -0.126 0.053 0.131
H 5.296027 1.345819 -3.551762 0.142 -1.967 -0.205
H 3.764783 0.502370 -1.763970 -0.139 -0.210 -0.005
H 5.057596 0.391953 -0.576684 0.348 0.056 -0.001
H 3.392059 -1.324303 -3.069344 0.045 -0.055 0.144
H 4.838726 -2.256259 -3.634941 -0.229 -0.244 0.323
H 4.668401 -0.617742 -4.107269 -0.235 0.353 0.125
H 5.224711 3.307686 -3.139639 0.066 0.053 -0.037
H 3.993380 2.502544 -2.471116 -0.393 0.978 -0.236
C -0.383269 -1.674017 2.740706 -0.679 -0.686 -0.573
C -0.356695 -1.377837 4.188060 -0.384 -1.063 1.677
C -0.248801 -2.653686 5.068861 0.038 1.299 -0.503
O -1.365819 -3.475607 4.911274 -1.063 0.048 -0.187
C -1.364642 -4.519167 5.846003 0.252 -1.161 -0.732
N 0.780758 -0.575670 4.512069 0.694 1.485 0.212
H -1.244943 -2.294140 2.489195 -0.136 0.165 -0.237
H 0.499038 -2.260369 2.482098 0.185 0.263 -0.246
H -0.424808 -0.701453 2.248265 0.045 -0.211 -0.589
H -1.234340 -0.807932 4.501997 -0.375 -0.206 -0.100
H -0.161771 -2.342989 6.111959 0.163 0.057 0.117
H 0.680088 -3.136014 4.753419 0.127 -0.407 0.139
H -2.201846 -5.213592 5.758124 -0.721 0.765 -0.238
H -1.315657 -4.173834 6.879045 0.369 -0.017 0.019
H -0.579466 -5.205479 5.517107 0.770 0.058 0.857
H 0.840149 0.118587 3.773497 -0.028 0.520 -0.088
H 1.641186 -1.089780 4.311179 -0.180 -0.479 0.371
C 4.060166 -0.132494 4.387814 0.711 0.681 0.786
C 3.765092 -0.909388 3.148859 -0.713 -1.051 -0.588
C 4.911448 -1.493201 2.340292 1.622 0.915 -0.040
O 5.701111 -2.414372 3.087138 0.212 -0.548 0.759
C 6.831178 -2.913675 2.374569 -0.371 0.424 -0.457
N 2.965001 -2.059467 3.573288 0.102 -0.548 0.425
H 3.194861 0.439914 4.722011 -0.241 -0.380 0.054
H 4.829540 0.637111 4.311399 0.314 -0.242 -0.342
H 4.351636 -0.834653 5.169834 0.095 0.216 0.236
H 3.084255 -0.313670 2.537895 0.549 -0.030 -0.414
H 5.606182 -0.692614 2.071270 -0.048 0.289 -0.486
H 4.575774 -2.000571 1.433330 -0.335 0.132 -0.199
H 7.467289 -2.097850 2.025296 -0.110 0.221 -0.200
H 6.493664 -3.498956 1.516931 0.006 0.026 -0.229
H 7.502963 -3.553851 2.945390 -0.596 0.021 0.654
H 2.784266 -2.646677 2.769255 -0.120 -0.158 -0.044
H 3.594474 -2.583007 4.169744 -0.144 -0.461 0.129
C 1.575403 2.204760 -0.862988 -1.130 -0.004 -0.633
C 1.223862 1.079475 0.112770 0.123 0.397 -1.700
C 1.015935 -0.276026 -0.617335 0.655 1.288 0.829
O -0.018875 -0.222443 -1.586050 0.302 0.792 0.824
C -0.761434 -1.396405 -1.585400 -0.674 -1.735 0.341
N 2.333679 0.939448 0.988887 0.746 -0.936 1.319
H 1.688167 3.153838 -0.337779 0.051 0.044 0.033
H 0.809025 2.331145 -1.630066 -0.129 0.243 0.102
H 2.483258 2.000213 -1.432849 -0.074 -0.105 0.422
H 0.364434 1.321238 0.740643 -0.350 0.031 -0.266
H 0.888591 -0.984993 0.202745 -0.556 -0.459 -0.332
H 1.958647 -0.530467 -1.107582 0.102 -0.112 -0.140
H -1.490992 -1.437689 -2.393208 -0.130 0.512 0.053
H -1.216793 -1.635856 -0.620533 -0.701 0.852 0.160
H -0.120787 -2.280466 -1.643801 -0.419 0.909 -0.541
H 2.627568 1.843465 1.330514 0.176 -0.007 0.019
H 3.122013 0.514531 0.517982 0.116 0.124 -0.120
C -0.350628 0.088419 -5.377210 -0.046 0.022 -0.354
C 0.543498 -0.910562 -4.589995 -0.171 0.455 -0.802
C 0.291630 -2.348887 -5.043568 -0.775 0.810 0.275
O 1.216417 -3.241660 -4.461660 0.370 0.761 0.104
C 1.237563 -4.464668 -5.124703 0.001 -1.468 0.705
N 1.932818 -0.641010 -4.955712 0.285 0.395 0.223
H 0.126670 0.322925 -6.330076 0.028 -0.387 -0.281
H -0.535284 1.077168 -4.955474 0.616 -0.594 0.466
H -1.363742 -0.253382 -5.594042 0.027 -0.511 0.022
H 0.443153 -0.765700 -3.513554 -0.002 -0.130 -0.234
H 0.453094 -2.302764 -6.122791 -0.305 -0.414 -0.243
H -0.716511 -2.676598 -4.780544 -0.228 -0.109 -0.281
H 0.237524 -4.902831 -5.127433 -0.181 0.044 -0.395
H 1.819054 -5.147207 -4.503698 0.203 0.054 -0.051
H 1.670773 -4.463405 -6.126000 -0.094 0.424 -0.108
H 2.001660 -0.709266 -5.963891 0.034 0.120 -0.247
H 2.450073 -1.438136 -4.610932 0.337 0.095 -0.070
C 1.653986 3.335649 -6.171874 1.470 0.650 -0.976
C 2.713638 3.425143 -5.009517 -1.581 1.506 -1.492
C 2.694078 4.851833 -4.364939 1.049 -1.509 0.555
O 3.355891 5.849490 -5.157642 -1.994 -0.494 0.835
C 2.980825 7.125312 -4.640864 1.313 0.270 -0.816
N 2.353266 2.405954 -4.062330 0.678 -0.326 0.987
H 0.656602 3.658806 -5.872649 0.593 -0.616 -0.850
H 1.628993 2.330179 -6.592025 -0.030 -0.104 0.149
H 1.970304 3.995948 -6.981785 -0.060 0.100 -0.174
H 3.717016 3.342629 -5.429411 0.055 -0.599 0.084
H 3.266441 4.768424 -3.437709 0.116 -0.090 0.280
H 1.668375 5.030952 -4.034571 1.127 1.048 -0.641
H 3.603445 7.763127 -5.268683 -0.349 0.612 0.253
H 3.265563 7.278478 -3.598086 0.193 -0.294 0.151
H 1.928556 7.403706 -4.713547 -0.172 -0.382 -0.369
H 1.400130 2.558197 -3.755952 -0.057 -0.047 0.219
H 2.314787 1.504643 -4.526375 0.174 -0.268 0.018
C -2.693016 3.948194 5.748363 -0.472 0.852 0.206
C -2.215687 3.229595 4.458631 0.667 0.728 -0.860
C -2.540753 4.095658 3.135724 -0.062 -1.614 0.331
C -1.695485 5.327186 3.003591 0.628 -0.946 0.411
C -0.210118 4.830857 2.896765 -1.426 0.707 0.771
C 0.256655 3.919999 4.096340 0.689 1.057 -0.852
N -0.752732 2.900816 4.442360 -0.056 0.251 -1.273
O -0.382641 2.062809 5.551425 -0.187 1.331 -0.524
C 1.522827 3.283872 3.488788 0.734 -1.051 0.343
C 0.668678 4.759434 5.312040 -0.491 -0.164 0.780
C -2.854809 1.874025 4.280637 -0.288 -1.110 0.846
H -3.746307 4.226446 5.676082 -0.284 -0.556 -0.127
H -2.283510 4.933225 5.981506 0.604 0.076 -0.756
H -2.542199 3.471920 6.717529 0.017 -0.850 -0.398
H -2.390327 3.444114 2.270942 0.699 -0.311 0.038
H -3.604798 4.259328 2.952984 -0.280 0.350 1.052
H -1.876075 5.886648 3.922932 0.403 0.452 -0.081
H -2.047177 5.918807 2.158182 0.363 0.118 -0.081
H 0.423313 5.716168 2.829910 0.337 -0.150 0.260
H -0.037693 4.276050 1.974205 -0.442 -0.050 -0.107
H 1.429043 2.839341 2.497519 -0.937 -0.263 0.153
H 2.375005 3.935180 3.285453 -0.244 0.734 0.619
H 1.912779 2.509086 4.151777 0.004 -0.110 0.069
H 1.265994 5.649634 5.115742 0.067 -0.139 -0.343
H -0.218861 5.071031 5.863544 -0.064 0.229 -0.176
H 1.190498 4.141249 6.043692 0.233 -0.105 -0.175
H -2.626092 1.256378 5.151400 -0.438 0.224 0.449
H -2.379060 1.241348 3.530486 0.004 0.689 -0.628
H -3.934875 1.885594 4.131349 -0.030 0.131 -0.003
H -0.122246 1.257960 5.094133 0.331 -0.542 0.323
C -2.311567 2.104739 -0.686209 0.291 -1.318 -0.369
C -2.762833 2.790874 -2.010540 -1.499 0.878 1.948
C -3.381707 4.139118 -1.515720 -0.659 1.086 -1.306
C -3.559584 5.197542 -2.651804 -0.246 -0.485 0.392
C -2.300527 5.420358 -3.513316 -2.351 -1.251 1.280
C -1.663205 4.051525 -3.928127 1.448 1.670 0.078
N -1.641295 3.061852 -2.843300 0.841 1.818 0.357
O -0.985714 1.886039 -3.271116 -0.557 0.350 -0.101
C -2.254214 3.522239 -5.222899 0.786 -0.730 -0.283
C -0.203160 4.589619 -4.149150 -0.019 -1.005 0.637
C -3.918522 1.983122 -2.661121 0.224 -0.552 -0.057
H -1.737996 1.198680 -0.889993 -0.233 -0.352 -0.135
H -3.167899 1.759402 -0.105910 -0.169 0.171 -0.078
H -1.636614 2.601151 0.012128 -0.167 0.939 -0.407
H -4.400297 3.946920 -1.174706 0.018 -0.364 0.154
H -2.921657 4.644925 -0.666013 0.730 -0.478 -0.048
H -3.868759 6.149026 -2.216013 0.117 0.057 0.193
H -4.433542 4.923763 -3.245941 0.142 -0.258 -0.339
H -1.680030 6.060745 -2.887537 0.567 -0.229 -0.392
H -2.682100 5.965609 -4.376381 0.673 0.009 -0.289
H -1.778622 2.577514 -5.493535 0.087 -0.128 0.263
H -3.312181 3.268455 -5.163652 -0.124 0.614 -0.187
H -1.924516 4.164946 -6.039590 -0.788 0.329 -0.106
H 0.567437 3.904344 -4.509007 -1.617 0.091 0.781
H -0.136714 5.451074 -4.815135 -0.463 -0.031 -0.278
H 0.237811 4.948867 -3.218245 -0.788 -0.042 0.488
H -3.560345 1.150908 -3.269083 0.304 0.097 -0.131
H -4.564209 2.593291 -3.292895 0.114 0.149 0.008
H -4.551603 1.500358 -1.915812 -0.027 0.263 0.217
H -0.836717 1.428685 -2.436910 0.537 -0.499 0.110
C 2.595943 -4.614947 0.822929 -0.620 0.679 -0.685
C 2.336500 -5.078812 -0.633942 -0.037 -1.390 0.390
C 2.194307 -6.619935 -0.592902 -0.078 -1.149 0.059
C 0.858266 -7.186774 -0.118492 -0.006 2.088 -0.220
C -0.255168 -6.520161 -0.970071 0.600 -1.761 1.784
C -0.226083 -4.980544 -1.029178 -0.571 -0.564 -0.086
N 1.140216 -4.563199 -1.332384 0.534 -1.328 -0.494
O 1.227250 -3.213147 -1.647487 1.106 -0.031 1.038
C -1.156103 -4.746272 -2.211936 -0.269 0.983 -0.690
C -0.843329 -4.308681 0.246042 0.814 -0.810 -0.185
C 3.562283 -4.783153 -1.470016 0.348 0.700 -0.425
H 3.535247 -4.991680 1.227150 -0.144 -0.390 -0.066
H 1.731261 -4.916741 1.413577 0.276 0.113 0.407
H 2.706579 -3.529461 0.846897 -0.291 0.158 -0.032
H 2.379624 -7.041793 -1.582688 0.092 0.199 -0.218
H 2.932029 -7.076985 0.069191 0.500 0.421 -0.087
H 0.725669 -6.865402 0.916830 -0.139 -0.160 0.205
H 0.829054 -8.275764 -0.118052 -0.020 0.049 -0.273
H -1.143201 -6.913428 -0.471246 -0.626 0.608 -0.340
H -0.230440 -6.997666 -1.949814 0.068 0.425 -0.225
H -1.182462 -3.697988 -2.513129 -0.327 0.022 0.180
H -0.919099 -5.285608 -3.129496 0.486 -0.225 0.197
H -2.154789 -5.087365 -1.938057 -0.077 0.238 0.075
H -1.926395 -4.423745 0.290315 0.006 -0.073 -0.049
H -0.398246 -4.832351 1.093066 -0.235 0.152 0.304
H -0.599948 -3.252049 0.355271 0.086 -0.182 -0.209
H 3.477737 -5.122090 -2.503525 -0.335 -0.029 -0.032
H 4.469121 -5.254958 -1.090663 -0.124 -0.015 0.347
H 3.721898 -3.704199 -1.490042 0.196 0.041 -0.051
H 1.322432 -3.161402 -2.603910 0.114 -0.286 -0.643
C -7.309475 -2.140557 4.644654 -1.239 0.797 -0.301
C -6.006965 -2.169182 3.885276 0.743 0.289 -0.149
C -5.789583 -3.610012 3.317581 -0.941 0.361 -0.400
C -4.799193 -3.729977 2.212189 1.580 -0.359 -0.293
C -5.042575 -2.739425 1.090664 -0.260 0.322 0.544
C -5.127755 -1.283394 1.597464 -0.472 0.957 0.270
N -6.121012 -1.226869 2.709417 -0.849 -1.401 -0.444
O -6.543062 0.100977 3.052407 1.100 -0.586 0.201
C -3.763221 -0.702042 1.960600 0.314 -0.249 -0.332
C -5.664939 -0.453497 0.416817 -0.549 0.202 -0.748
C -4.849786 -1.819432 4.864973 -0.073 -0.471 -0.455
H -7.513346 -1.147995 5.049107 0.266 0.102 0.071
H -7.435002 -2.827701 5.481021 0.493 -0.287 -0.190
H -8.123151 -2.302856 3.935358 -0.110 -0.263 0.003
H -5.567034 -4.330178 4.105418 0.011 0.246 0.261
H -6.666006 -3.990727 2.787711 -0.820 0.379 0.677
H -4.847613 -4.742752 1.807488 -0.125 -0.109 -0.062
H -3.783942 -3.687273 2.614467 0.274 0.441 -0.157
H -5.997180 -2.953678 0.606733 -0.173 -0.119 0.107
H -4.297790 -2.835983 0.299425 0.235 0.201 0.101
H -3.217288 -1.236436 2.737787 -0.198 -0.146 0.010
H -3.186880 -0.781156 1.037156 0.403 0.205 0.042
H -3.809167 0.345377 2.257530 -0.259 -0.057 -0.114
H -5.064018 -0.580120 -0.485777 0.462 -0.149 0.177
H -6.653633 -0.756617 0.066216 -0.194 -0.381 0.417
H -5.763245 0.625617 0.539898 0.337 0.012 0.582
H -4.617742 -0.755761 4.914196 -0.120 0.020 -0.151
H -3.968856 -2.378914 4.547976 0.287 0.238 0.205
H -5.110392 -2.151613 5.870232 0.034 -0.044 0.028
H -7.392485 0.193156 2.612693 -0.077 -0.152 -0.020
```
Positions in Å, forces in eV/Å.

- HOMO-LUMO gap: 8.4 eV
- LUMO level: 0.4 eV
- 2S+1: 1
- HOMO energy: -8.0 eV
- Structure (SMILES): CC1(C)CCCC(C)(C)N1O.CC1(C)CCCC(C)(C)N1O.CC1(C)CCCC(C)(C)N1O.CC1(C)CCCC(C)(C)N1O.COC[C@H](C)N.COC[C@H](C)N.COC[C@H](C)N.COC[C@H](C)N.COC[C@H](C)N.COC[C@H](C)N
- ΔE to the lowest compared entry with this formula, charge and spin: 4.344 eV

Löwdin population analysis, charges in e, atoms 1 to 99: number 1, C, carries -0.056; number 2, C, carries -0.471; number 3, C, carries -0.175; number 4, O, carries -0.174; number 5, C, carries -0.103; number 6, N, carries 0.032; number 7, H, carries 0.081; number 8, H, carries 0.081; number 9, H, carries 0.081; number 10, H, carries 0.119; number 11, H, carries 0.081; number 12, H, carries 0.122; number 13, H, carries 0.061; number 14, H, carries 0.096; number 15, H, carries 0.082; number 16, H, carries 0.066; number 17, H, carries 0.006; number 18, C, carries -0.063; number 19, C, carries -0.437; number 20, C, carries -0.197; number 21, O, carries -0.189; number 22, C, carries -0.117; number 23, N, carries 0.040; number 24, H, carries 0.066; number 25, H, carries 0.073; number 26, H, carries 0.083; number 27, H, carries 0.126; number 28, H, carries 0.127; number 29, H, carries 0.119; number 30, H, carries 0.082; number 31, H, carries 0.092; number 32, H, carries 0.088; number 33, H, carries 0.062; number 34, H, carries 0.016; number 35, C, carries -0.047; number 36, C, carries -0.420; number 37, C, carries -0.196; number 38, O, carries -0.195; number 39, C, carries -0.096; number 40, N, carries 0.035; number 41, H, carries 0.062; number 42, H, carries 0.086; number 43, H, carries 0.088; number 44, H, carries 0.094; number 45, H, carries 0.122; number 46, H, carries 0.114; number 47, H, carries 0.084; number 48, H, carries 0.081; number 49, H, carries 0.085; number 50, H, carries 0.054; number 51, H, carries 0.090; number 52, C, carries -0.031; number 53, C, carries -0.410; number 54, C, carries -0.145; number 55, O, carries -0.214; number 56, C, carries -0.139; number 57, N, carries 0.043; number 58, H, carries 0.087; number 59, H, carries 0.053; number 60, H, carries 0.039; number 61, H, carries 0.124; number 62, H, carries 0.114; number 63, H, carries 0.117; number 64, H, carries 0.105; number 65, H, carries 0.082; number 66, H, carries 0.027; number 67, H, carries 0.072; number 68, H, carries 0.062; number 69, C, carries -0.039; number 70, C, carries -0.368; number 71, C, carries -0.190; number 72, O, carries -0.226; number 73, C, carries -0.100; number 74, N, carries 0.048; number 75, H, carries 0.071; number 76, H, carries 0.028; number 77, H, carries 0.085; number 78, H, carries 0.109; number 79, H, carries 0.131; number 80, H, carries 0.128; number 81, H, carries 0.086; number 82, H, carries 0.087; number 83, H, carries 0.097; number 84, H, carries 0.084; number 85, H, carries 0.034; number 86, C, carries -0.049; number 87, C, carries -0.368; number 88, C, carries -0.204; number 89, O, carries -0.164; number 90, C, carries -0.111; number 91, N, carries 0.061; number 92, H, carries 0.038; number 93, H, carries 0.067; number 94, H, carries 0.080; number 95, H, carries 0.135; number 96, H, carries 0.117; number 97, H, carries 0.052; number 98, H, carries 0.089; number 99, H, carries 0.086